# 1
154
Properties=species:S:1:pos:R:3:forces:R:3:mulliken_charge:R:1 method="wB97M-V/def2-TZVPD" total_charge=0 smiles="O=S1(=O)OCCO1.O=S1(=O)OCCO1.O=S1(=O)OCCO1.O=S1(=O)OCCO1.O=S1(=O)OCCO1.O=S1(=O)OCCO1.O=S1(=O)OCCO1.O=S1(=O)OCCO1.O=S1(=O)OCCO1.O=S1(=O)OCCO1.CCN(CC)CC.CCN(CC)CC" e_tot_ev=-227531.90476 de_lowest_kj_mol=985.3 lumo_energy_ev=-0.19 orbital_gap_ev=7.564 e_homo_ev=-7.755
C 0.54862 1.05730 -3.87092 -0.215 -0.198 -0.148 -1.569
C 0.44477 0.82419 -2.35817 -0.552 -0.804 -0.829 0.513
N 0.08178 -0.58110 -1.95493 -0.007 -0.265 -1.730 1.246
C -0.09542 -0.84412 -0.51565 0.764 1.077 -0.393 0.625
C -0.11848 -2.28603 -0.03526 -0.479 0.507 -0.667 0.080
C -0.76151 -1.36922 -2.91474 -0.539 0.524 0.226 -0.667
C -2.27656 -0.92911 -3.11702 1.669 -0.049 0.494 -0.026
H -0.41576 1.07723 -4.37853 -0.085 -0.563 -0.009 0.336
H 1.22689 0.34007 -4.33310 -0.139 -0.013 -0.222 0.116
H 0.91769 2.06159 -4.07901 0.375 0.022 0.325 0.423
H 1.44058 1.11578 -2.02434 -0.071 -0.207 0.886 -0.081
H -0.28483 1.58433 -2.07892 -0.161 0.024 0.902 -0.202
H 0.82725 -0.42367 -0.11565 -0.092 0.337 0.450 -0.976
H -0.91274 -0.27706 -0.07008 -0.402 0.173 -0.017 0.354
H -0.92385 -2.81955 -0.54006 0.326 -0.444 -0.160 0.379
H 0.87961 -2.68538 -0.21540 -0.258 -0.600 0.008 -0.452
H -0.38842 -2.33375 1.01970 0.369 0.149 0.073 -0.214
H -0.72453 -2.39514 -2.54838 -0.243 0.084 0.124 -0.224
H -0.35496 -1.50375 -3.91710 0.696 0.654 0.203 0.474
H -2.79537 -1.55013 -2.38677 -0.838 0.466 -0.239 -0.056
H -2.62038 -1.02110 -4.14728 -0.016 -0.744 0.099 0.374
H -2.39667 0.14332 -2.96352 -0.058 0.008 0.649 -0.241
C -0.92926 -1.92157 4.12114 -0.654 -0.200 -1.341 -1.335
C 0.42651 -1.80616 4.73264 -0.842 -0.305 2.506 -0.517
N 0.52225 -0.77361 5.78628 -1.772 1.927 -2.527 1.033
C -0.58822 -0.81623 6.79231 2.168 -0.483 0.524 -0.954
C -0.32137 -2.01306 7.70225 -0.753 0.455 -0.761 -1.188
C 1.87081 -0.52143 6.16653 0.400 -1.885 1.889 -0.574
C 2.12169 0.76007 6.89101 -0.392 1.336 -0.552 -1.204
H -1.73101 -2.35746 4.71720 0.386 -0.279 0.298 0.485
H -0.72506 -2.58212 3.27848 -0.641 -0.191 -0.188 0.349
H -1.39242 -1.02088 3.71823 0.445 0.389 -0.114 0.238
H 0.52241 -2.73322 5.29785 0.487 -0.819 -0.348 0.185
H 1.21316 -1.84718 3.97925 0.107 0.846 0.158 0.132
H -0.60286 0.04658 7.45823 0.319 0.529 -0.455 0.542
H -1.60049 -0.88262 6.39354 0.355 0.000 -0.628 0.466
H -0.32091 -2.85990 7.01600 -0.278 -0.518 0.699 0.242
H 0.66631 -1.94048 8.15758 -0.293 -0.008 0.332 0.243
H -1.15928 -1.97647 8.39844 0.339 -0.830 0.402 0.459
H 2.52650 -0.81511 5.34682 0.025 0.771 -0.204 0.228
H 2.10911 -1.25538 6.93636 0.638 -0.782 0.230 0.374
H 3.15212 1.03070 7.12136 0.126 -0.447 -0.251 0.423
H 1.59049 0.76773 7.84278 -0.135 0.040 -0.050 0.342
H 1.71571 1.54201 6.24925 0.000 0.453 0.300 0.057
C 4.10763 -1.56627 -1.87346 -1.858 1.956 -0.110 0.798
C 3.91400 -1.30405 -3.37500 0.979 0.534 -1.035 -0.072
O 4.15500 -2.56389 -4.00160 0.161 -0.991 -1.311 -0.415
S 4.95667 -3.56980 -3.09139 -1.059 -0.722 0.187 1.161
O 6.34228 -3.20246 -3.10361 -0.679 -0.687 0.091 -0.610
O 4.49118 -4.94847 -3.30738 1.286 3.426 0.649 -0.545
O 4.24752 -2.92415 -1.76998 0.992 -2.934 0.731 -0.144
H 3.16611 -1.28481 -1.40186 -0.200 -0.265 0.287 -0.631
H 4.84841 -0.97191 -1.33859 0.555 -0.309 -0.567 0.123
H 4.64392 -0.58819 -3.75300 0.143 -0.005 0.029 0.295
H 2.95521 -1.01205 -3.80344 -0.257 0.046 0.905 0.017
C 0.45343 2.85834 4.33844 0.309 -0.560 0.421 -0.125
C -0.96015 2.28550 4.42502 -0.459 -0.487 1.419 0.503
O -1.58815 2.53459 3.20794 0.104 0.934 -2.903 -0.483
S -0.61314 3.27545 2.09023 -1.279 0.367 0.466 0.913
O -1.28145 4.46249 1.52111 1.787 -2.717 1.560 -0.637
O -0.08751 2.25813 1.21395 -0.320 1.162 0.821 -0.030
O 0.49238 3.68431 3.23174 -1.325 2.161 -3.394 -0.465
H 1.21329 2.13230 4.04937 -0.030 -0.613 1.307 0.095
H 0.69044 3.53896 5.15619 0.275 -0.679 0.300 0.367
H -1.63069 2.72990 5.16054 0.490 0.508 0.306 0.292
H -0.98800 1.22501 4.67539 0.463 -0.165 -0.393 -0.480
C 3.27045 0.81537 0.88433 -2.449 0.776 -2.800 0.054
C 3.38127 1.94055 1.82957 1.295 0.422 0.077 1.404
O 4.25143 1.31225 2.75750 2.418 -0.146 1.272 -0.494
S 5.52696 0.53736 1.89405 -2.108 1.552 1.955 0.953
O 6.14926 -0.39818 2.80163 -1.443 0.411 -1.513 -0.549
O 6.38528 1.51950 1.29490 -1.066 -0.874 -0.196 -0.586
O 4.36155 -0.03979 0.86848 3.429 -1.020 1.336 -0.031
H 3.26225 1.21791 -0.12858 -0.872 -0.121 -0.147 -0.067
H 2.35036 0.30379 1.16686 0.263 -0.634 -0.453 -0.090
H 2.39324 2.21128 2.20188 0.331 -0.247 0.525 -1.049
H 3.82487 2.84551 1.41438 0.172 -0.063 0.018 0.337
C -4.50188 -1.24498 1.04883 -0.300 1.090 -1.642 -0.201
C -6.05840 -1.19203 1.00444 2.037 0.415 -2.045 -0.171
O -6.33581 -2.60400 1.02457 0.196 -1.266 1.334 -0.363
S -5.24450 -3.41743 1.98628 0.212 -0.913 0.970 1.083
O -4.50338 -4.46492 1.20099 -2.632 3.179 2.281 -0.513
O -5.84094 -3.72341 3.33409 2.003 0.874 -4.380 -0.557
O -4.31218 -2.06737 2.10658 0.506 -3.479 3.476 -0.272
H -3.84911 -0.38492 1.19809 -0.813 0.514 0.190 0.212
H -4.05066 -1.74918 0.19427 -0.532 0.142 -0.753 0.189
H -6.34067 -0.87657 -0.00001 -0.406 0.153 0.199 0.274
H -6.48863 -0.55650 1.77846 -0.163 -0.598 0.216 0.283
C 0.57105 -5.64428 -1.46039 0.422 -1.945 -1.529 -0.494
C 1.89737 -5.33940 -2.18440 -1.882 -0.278 1.788 0.313
O 1.53185 -5.51372 -3.56099 -0.702 0.205 -1.609 -0.390
S -0.08003 -5.23536 -3.92087 0.973 0.692 3.245 1.098
O -0.77278 -6.41051 -4.33530 0.795 0.090 -0.067 -0.575
O -0.32982 -4.01755 -4.65952 0.828 -1.430 1.222 -0.485
O -0.39770 -5.03681 -2.27938 -1.852 2.941 -1.976 -0.368
H 0.55795 -5.49307 -0.38101 -0.431 0.913 -0.302 0.281
H 0.18718 -6.63941 -1.68502 1.414 -1.170 1.005 0.337
H 2.64234 -6.02088 -1.77367 0.178 -0.199 -1.034 0.529
H 2.20240 -4.33141 -1.90330 0.022 0.149 -0.663 -0.282
C 4.41100 -3.21357 3.57296 -0.223 -0.430 0.380 -0.120
C 4.69684 -4.72907 3.50942 1.115 1.413 0.046 -0.557
O 3.49853 -5.32275 3.09429 -1.664 0.470 -1.404 -0.378
S 2.82061 -4.34236 1.90495 -1.462 -0.333 -0.280 0.962
O 1.33667 -4.34622 2.05987 4.242 0.083 -0.075 -0.541
O 3.36193 -4.62363 0.56598 -0.890 0.528 3.044 -0.513
O 3.49803 -2.97030 2.51498 -1.284 -0.974 -2.167 0.017
H 5.30436 -2.60552 3.43047 -0.152 -0.031 -0.011 0.213
H 3.81763 -2.88777 4.42728 0.611 -0.298 0.609 0.210
H 5.06773 -5.07117 4.47560 -0.539 -0.405 -0.069 0.380
H 5.46267 -4.91861 2.75731 0.155 -0.009 -0.014 0.334
C -4.38209 -3.62069 -4.27076 -3.911 0.669 -1.522 0.069
C -5.26760 -3.26019 -3.03850 0.063 -1.344 -0.716 -0.378
O -5.57416 -1.91050 -3.18894 -0.434 2.983 1.071 -0.202
S -5.91246 -1.44706 -4.72420 2.990 -0.290 1.800 1.098
O -5.62682 -0.02304 -4.87952 -0.079 -3.120 0.250 -0.465
O -7.18507 -1.93588 -5.13644 0.542 -0.250 -0.090 -0.581
O -4.63056 -2.42921 -5.16009 0.134 0.635 -0.959 -0.407
H -4.90539 -4.37577 -4.85737 0.501 -0.521 0.245 0.367
H -3.36679 -3.94305 -4.03980 0.180 1.120 -0.418 -0.052
H -4.62974 -3.65486 -2.24763 -0.252 1.498 1.084 0.227
H -6.27268 -3.64979 -2.87688 0.321 -1.372 -0.679 0.348
C -0.78895 6.95688 -6.33481 -1.494 1.388 -1.056 -0.506
C -1.59355 6.37689 -5.12654 -0.273 1.537 -2.114 -0.282
O -0.69589 5.46119 -4.65744 2.436 -2.847 0.165 -0.139
S -0.06623 4.58931 -5.95759 -0.726 -3.345 -0.947 1.031
O -0.99465 3.46966 -6.34163 2.538 3.675 1.307 -0.531
O 1.34241 4.20554 -5.72203 -3.509 1.953 -0.446 -0.488
O -0.35332 5.83024 -7.07437 1.131 -2.274 1.978 -0.329
H 0.04351 7.64893 -6.20761 0.152 -0.285 1.030 0.281
H -1.40360 7.47729 -7.06929 -0.501 0.038 0.255 0.304
H -2.47202 5.85643 -5.50800 -0.248 0.122 -0.161 0.277
H -1.91754 7.07349 -4.35332 0.494 0.049 -0.012 0.355
C -2.66481 4.05619 -2.02056 -3.254 0.799 1.072 0.710
C -3.91504 4.92851 -1.48380 3.190 1.820 1.239 -0.404
O -4.94040 4.10100 -1.19014 -3.011 -2.923 1.008 -0.384
S -4.67731 2.50911 -1.47051 1.752 1.093 0.286 0.933
O -5.86326 1.89218 -2.02406 2.242 1.311 0.514 -0.560
O -3.99507 1.87116 -0.33986 -1.336 1.154 -1.886 -0.275
O -3.52433 2.99217 -2.56688 0.706 -1.714 -0.668 -0.208
H -1.96704 3.66677 -1.27924 -0.480 -0.097 0.324 -0.230
H -2.08195 4.70816 -2.67118 -0.388 -0.919 -1.033 -0.120
H -4.27956 5.76481 -2.08030 0.174 -0.511 -1.046 0.295
H -3.67368 5.46157 -0.56419 0.521 -0.195 0.320 0.269
C 3.22205 6.88905 -0.19852 0.478 -1.274 0.505 -0.323
C 1.72093 7.00602 0.18629 0.054 -1.011 1.823 -0.169
O 1.00602 6.13922 -0.66705 -0.866 -1.678 -2.781 -0.327
S 1.95497 4.92777 -1.23349 2.207 -1.317 1.797 0.964
O 1.60750 4.36854 -2.55034 0.496 2.133 3.426 -0.357
O 2.30153 3.97758 -0.10826 -1.570 2.640 -3.168 -0.372
O 3.24232 5.96442 -1.29015 -0.858 -0.829 -1.907 -0.400
H 3.84187 6.33683 0.50787 -0.551 0.335 0.958 0.246
H 3.83559 7.76566 -0.40643 -0.745 0.214 -0.668 0.311
H 1.21590 7.96802 0.27342 0.344 0.064 -0.789 0.329
H 1.47816 6.48015 1.10966 0.933 0.648 0.840 0.091

***

# 2
14
Properties=species:S:1:pos:R:3:forces:R:3:mulliken_charge:R:1 method="wB97M-V/def2-TZVPD" total_charge=0 e_tot_ev=-9844.00788 de_lowest_kj_mol=315.7 lumo_energy_ev=0.65 orbital_gap_ev=9.468 e_homo_ev=-8.816
C -2.34645 0.48745 -0.25788 -0.188 0.055 -0.038 -0.839
C -0.68810 -1.22432 -0.02754 0.158 0.445 0.113 -0.419
N -0.96998 0.07874 -0.01224 0.096 -0.349 0.016 0.086
O 0.59378 -1.52883 0.25815 -0.148 -0.124 -0.038 -0.169
C 1.55628 -0.56048 0.67186 0.044 0.178 0.105 -0.581
C 2.11590 0.20349 -0.51090 0.076 0.356 0.022 0.152
O 2.30980 1.39533 -0.49940 -0.096 -0.514 -0.026 -0.462
H -2.99648 -0.31849 0.08315 0.038 0.143 -0.087 0.321
H -2.57372 1.39742 0.30395 0.052 -0.133 -0.069 0.340
H -2.53227 0.66565 -1.32168 0.065 0.024 0.145 0.283
H -0.29916 0.83136 0.13086 -0.054 -0.183 -0.012 0.208
H 1.16477 0.13711 1.42181 0.037 -0.103 -0.092 0.427
H 2.36429 -1.14147 1.12947 -0.055 0.108 -0.084 0.310
H 2.34236 -0.42061 -1.39898 -0.028 0.098 0.046 0.343

***

# 3
2
Properties=species:S:1:pos:R:3:forces:R:3:mulliken_charge:R:1 method="wB97M-V/def2-TZVPD" total_charge=0 e_tot_ev=-21668.97869 de_lowest_kj_mol=1.8 lumo_energy_ev=-2.40 orbital_gap_ev=5.768 e_homo_ev=-8.166
S 0.78471 -0.48637 0.06396 1.005 -0.623 0.082 0.000
S -0.78471 0.48637 -0.06396 -1.005 0.623 -0.082 0.000

***

# 4
19
Properties=species:S:1:pos:R:3:forces:R:3:mulliken_charge:R:1 method="wB97M-V/def2-TZVPD" total_charge=0 e_tot_ev=-8925.37484 de_lowest_kj_mol=227.1 lumo_energy_ev=0.95 orbital_gap_ev=9.682 e_homo_ev=-8.730
C -1.11172 0.69466 -0.16243 -0.046 0.067 -0.186 0.137
C -2.02367 -0.16130 -1.04007 0.184 0.309 0.095 -1.510
C 0.37304 -1.33367 0.41560 0.089 0.119 -0.038 -1.262
C 0.27324 0.09428 -0.02569 -0.020 0.116 0.028 0.846
N -1.76441 0.90733 1.12712 -0.060 -0.012 0.141 -0.691
C 1.35797 0.84150 -0.25564 -0.585 0.242 -0.120 -0.802
C 2.68369 0.38639 -0.10965 0.802 -0.294 0.105 -0.870
C 3.82202 0.02137 0.01228 -0.585 0.186 -0.067 0.380
H -1.01764 1.68724 -0.62144 0.076 -0.167 0.000 0.407
H -1.92496 0.02006 1.59275 -0.008 0.085 0.048 0.262
H -1.17797 1.47444 1.73003 -0.039 -0.091 0.012 0.294
H 1.25913 1.87025 -0.58169 -0.161 0.053 -0.024 0.307
H -2.98377 0.33505 -1.14994 -0.091 0.016 -0.017 0.391
H -1.57945 -0.29953 -2.02264 0.012 -0.089 -0.103 0.364
H -2.19207 -1.13537 -0.58761 -0.025 -0.152 0.031 0.317
H -0.33179 -1.54833 1.21843 -0.037 -0.054 0.035 0.307
H 0.14317 -1.99915 -0.41700 -0.034 -0.085 -0.019 0.262
H 1.38003 -1.55571 0.76107 -0.018 -0.075 0.025 0.427
H 4.81515 -0.29948 0.11651 0.547 -0.174 0.056 0.434